# 1
The following is a DFT calculation (wB97M-V/def2-TZVPD) of a molecular structure, C2H4O2PS.

XYZ file:
```
10
Properties=species:S:1:pos:R:3
H -0.996 -0.416 1.340
S 2.345 -1.200 0.822
H -1.648 -0.791 -1.745
O 1.347 0.207 -1.596
H -2.627 -0.835 -0.114
P 1.099 -0.073 -0.154
C -1.627 -0.667 -0.547
H 1.892 2.205 0.928
O 0.895 1.935 0.739
C -0.680 -0.364 0.327
```

## Properties
net charge = -1
2S+1 = 1
Kohn-Sham gap = 8.37 eV
ΔE to the lowest compared entry with this formula, charge and spin = 1.453 eV
LUMO energy = 0.1377 Ha

***

# 2
The following is a DFT calculation (wB97M-V/def2-TZVPD) of a molecular structure, C23H41N3O4P2Zr.

XYZ file:
```
74
Properties=species:S:1:pos:R:3
H 2.611 4.149 4.369
H 1.002 -5.567 -0.379
C 4.119 -1.097 -0.207
C 0.013 1.308 -5.865
H -0.039 4.202 -4.017
O -0.973 3.311 2.297
H -0.096 -5.603 -1.788
C -0.004 3.134 -4.244
H -2.370 1.801 -1.285
H -1.169 -3.147 1.146
O 0.367 -0.810 0.988
C 1.377 2.399 4.345
H -0.790 2.385 6.040
H 1.144 4.308 5.349
C 0.169 0.106 1.881
H -4.051 1.215 -1.554
H -0.072 3.405 -6.389
C -0.026 2.683 -5.575
H 4.666 -2.664 -2.453
H -2.767 0.926 -2.784
H 0.085 2.538 -2.156
H 3.743 -0.390 0.545
C 3.578 -2.582 -2.582
O -0.775 -3.032 -1.700
C -1.093 2.608 5.007
C 1.545 3.909 4.410
H 0.922 -2.809 -0.276
C 0.071 0.381 -4.840
H -0.003 0.958 -6.901
C 0.064 2.224 -3.204
H 3.355 -2.382 -3.639
C -0.073 1.924 4.061
H 0.094 -0.696 -5.025
H 4.448 0.410 -2.500
H -2.924 0.497 1.236
C -1.018 -4.038 0.518
C 0.103 0.806 -3.462
H 1.038 4.397 3.569
P 2.889 -1.236 -1.550
H -2.847 2.413 3.768
C 0.600 -4.981 -1.210
H -3.183 -1.267 1.334
H 5.079 -0.727 -0.595
C -0.433 2.235 2.580
H 1.697 1.955 5.302
C 3.366 0.228 -2.554
H -2.633 1.094 4.966
N 0.167 -0.062 -2.473
H 4.270 -2.070 0.276
H 0.424 -1.319 3.306
C -2.529 2.169 4.788
C -0.108 0.420 4.300
H 2.026 1.979 3.562
Zr 0.196 -1.370 -0.982
H -2.007 -4.393 0.195
H 3.069 0.078 -3.599
H -3.561 -1.588 -2.841
H -3.178 2.703 5.489
H 3.112 -3.535 -2.306
H -4.690 -1.589 -1.441
N 0.295 -0.320 3.182
H -3.338 -2.779 -1.539
C -0.131 -3.758 -0.687
H 2.835 1.112 -2.181
C -3.648 -1.748 -1.758
H -0.558 -4.805 1.151
C -2.984 0.996 -1.710
H -1.009 3.690 4.860
O -0.403 -0.155 5.330
H -4.431 -0.228 0.563
N -0.167 1.332 1.581
P -2.533 -0.579 -0.900
C -3.352 -0.373 0.718
H 1.429 -4.694 -1.863
```

## Properties
net charge = 0
2S+1 = 1
Kohn-Sham gap = 6.29 eV
ΔE to the lowest compared entry with this formula, charge and spin = 1.104 eV
LUMO energy = -0.0028 Ha

***

# 3
The following is a DFT calculation (wB97M-V/def2-TZVPD) of a single C4H5N3O molecule.

XYZ file:
```
13
Properties=species:S:1:pos:R:3
O -0.441 -0.793 0.273
C 0.676 0.192 0.249
N -1.977 1.221 0.197
C -1.807 -0.297 0.029
H 2.399 -0.788 1.157
N -0.958 1.938 -0.079
H 1.139 2.028 0.100
H 1.724 -1.514 -0.682
H -3.148 -2.012 -0.322
C 0.360 1.456 -0.027
H 2.868 0.069 -0.727
C 2.076 -0.651 -0.096
N -2.912 -0.847 -0.072
```

## Properties
net charge = 0
2S+1 = 1
Kohn-Sham gap = 8.55 eV
ΔE to the lowest compared entry with this formula, charge and spin = 6.947 eV
SMILES = [H]/N=c1/nncc(C)o1
LUMO energy = -0.0196 Ha

***

# 4
The following is a DFT calculation (wB97M-V/def2-TZVPD) of a single C4H4F2N2O molecule.

XYZ file:
```
13
Properties=species:S:1:pos:R:3
C 0.260 -0.872 0.832
H -1.850 -0.782 0.498
O 0.336 2.609 -1.401
H -1.669 0.257 -1.602
N 2.323 -0.097 -0.009
F 2.237 -1.157 -1.118
N 1.435 -0.083 0.736
C -0.997 0.624 -0.846
F -1.258 0.823 1.507
H 0.320 -1.746 0.172
C -0.291 1.678 -1.129
H 0.170 -1.182 1.876
C -1.016 -0.072 0.483
```

## Properties
net charge = 0
⟨S²⟩ = 2.010
2S+1 = 3
Kohn-Sham gap (alpha / beta) = 6.55 / 8.08 eV
LUMO energy (alpha / beta) = 0.0158 / -0.1057 Ha

***

# 5
The following is a DFT calculation (wB97M-V/def2-TZVPD) of a molecular structure, C3H5N.

XYZ file:
```
9
Properties=species:S:1:pos:R:3
H 1.263 -1.001 0.634
H 1.626 0.286 -0.620
H 0.615 1.510 0.989
N -2.072 0.157 0.144
C 0.857 -0.472 -0.228
C -0.871 0.316 0.117
H -2.318 -0.831 0.047
C 0.268 1.023 0.080
H 0.633 -0.988 -1.162
```

## Properties
net charge = 0
2S+1 = 1
Kohn-Sham gap = 8.80 eV
ΔE to the lowest compared entry with this formula, charge and spin = 4.575 eV
LUMO energy = 0.0292 Ha

***

# 6
The following is a DFT calculation (wB97M-V/def2-TZVPD) of a single C14H15ClN2O3S molecule.

XYZ file:
```
36
Properties=species:S:1:pos:R:3
H 2.299 2.425 -2.595
C 0.792 -0.108 1.135
O 0.807 -0.525 3.718
H -2.239 -1.860 -1.966
O -0.814 -1.848 2.421
H 0.241 -3.959 -0.774
C 1.267 1.186 1.176
C -2.067 -0.950 -1.405
H 1.782 -3.195 -1.238
C -2.390 -0.875 -0.059
C 1.663 -0.357 -1.078
H 3.833 1.824 -1.993
C 2.818 1.530 -2.258
H -1.450 2.332 0.364
H 0.243 -2.613 -1.944
C 0.995 -0.914 0.016
H 1.823 -0.945 -1.967
O 0.529 -2.173 0.067
C 1.924 1.714 0.081
C -1.634 1.383 -0.115
N -1.537 0.050 -2.088
N -1.170 0.662 2.764
H -2.943 -0.447 2.445
C 0.719 -3.020 -1.046
Cl 2.485 3.344 0.141
H 2.857 0.815 -3.074
H -2.785 -1.731 0.464
H -0.906 1.987 -2.048
C -2.163 0.320 0.610
H -3.070 1.330 2.269
H 1.104 1.765 2.070
C -1.332 1.191 -1.452
C 2.123 0.950 -1.070
C -2.438 0.457 2.081
S -0.088 -0.628 2.604
H -1.277 0.882 3.744
```

## Properties
net charge = 0
2S+1 = 1
Kohn-Sham gap = 9.24 eV
ΔE to the lowest compared entry with this formula, charge and spin = 0.910 eV
SMILES = COc1cc(C)c(Cl)cc1S(=O)(=O)NCc1ccncc1
LUMO energy = 0.0170 Ha

***

The following maximum force values (in eV/Å) correspond, in order, to the records above: 3.9 7.5 5.5 4.0 5.5 0.7.
The following E values (in Ha) correspond, in order, to the records above: -968.688200 -2096.088601 -394.712245 -539.050113 -171.886960 -1736.078872.